No. 1
DFT (ωB97M-V/def2-TZVPD) results for a 8-piece molecular cluster, C14H35N8O18P overall.

Structure (XYZ):
```
76
Properties=species:S:1:pos:R:3:mulliken_charge:R:1
C 1.905 -0.832 0.605 -0.730
C 1.331 -1.910 -0.322 -0.136
C -0.095 -1.664 -0.880 -0.169
N -1.025 -2.716 -0.442 -0.423
C -1.557 -2.704 0.920 1.049
C -3.022 -2.207 1.029 -0.902
C -2.944 -1.020 2.008 0.254
P -4.130 0.383 1.664 -0.092
O -3.770 0.582 0.071 -0.316
O -3.299 1.614 2.353 -0.363
C -1.458 -0.731 2.095 0.219
O -0.892 0.269 2.401 -0.608
O -0.775 -1.862 1.768 -0.194
H 2.998 -0.862 0.575 0.104
H 1.582 0.169 0.283 0.211
H 1.573 -0.953 1.642 0.234
H 2.023 -2.011 -1.170 0.472
H 1.279 -2.892 0.160 -0.092
H -0.422 -0.633 -0.679 -0.272
H -0.070 -1.765 -1.973 0.617
H -1.801 -2.792 -1.089 0.345
H -1.470 -3.725 1.304 -0.730
H -3.366 -1.890 0.040 0.459
H -3.668 -2.999 1.417 0.256
H -3.259 -1.376 3.001 0.403
H -2.821 0.714 -0.102 0.365
H -2.529 1.901 1.843 0.246
C 6.868 0.468 0.528 -0.713
N 6.235 -0.878 0.459 0.838
O 5.204 -0.986 -0.172 -0.518
O 6.796 -1.778 1.047 -0.518
H 6.256 1.160 -0.037 0.309
H 6.923 0.742 1.577 0.285
H 7.865 0.375 0.109 0.278
C -0.876 -6.580 3.681 -0.800
N -1.720 -5.870 2.683 0.911
O -1.591 -6.164 1.513 -0.518
O -2.478 -5.015 3.101 -0.530
H -0.251 -7.289 3.153 0.317
H -0.281 -5.827 4.188 0.312
H -1.549 -7.068 4.380 0.270
C 2.075 -6.025 -0.236 -0.745
N 2.053 -6.671 1.106 0.918
O 2.378 -7.836 1.184 -0.548
O 1.693 -5.982 2.040 -0.512
H 2.397 -6.759 -0.965 0.326
H 1.064 -5.677 -0.433 0.269
H 2.757 -5.181 -0.184 0.299
C -2.050 4.935 1.910 -0.807
N -1.802 4.753 0.457 0.922
O -1.032 3.876 0.114 -0.491
O -2.402 5.484 -0.304 -0.538
H -1.453 4.211 2.452 0.326
H -1.778 5.955 2.166 0.279
H -3.112 4.773 2.070 0.329
C -2.937 2.451 -2.833 -0.799
N -1.622 1.798 -2.597 0.924
O -0.754 1.921 -3.431 -0.540
O -1.497 1.161 -1.569 -0.561
H -2.892 2.965 -3.785 0.329
H -3.689 1.666 -2.825 0.296
H -3.103 3.139 -2.012 0.198
C -1.107 8.968 -0.909 -0.648
N -1.623 9.353 0.434 0.850
O -1.632 10.527 0.728 -0.525
O -2.008 8.447 1.145 -0.510
H -0.807 9.869 -1.429 0.323
H -0.270 8.295 -0.752 0.252
H -1.911 8.449 -1.423 0.250
C 2.027 1.294 -4.539 -0.666
N 3.039 0.869 -5.546 0.907
O 2.646 0.568 -6.654 -0.533
O 4.199 0.853 -5.188 -0.544
H 1.050 1.259 -5.000 0.339
H 2.098 0.610 -3.700 0.220
H 2.286 2.301 -4.227 0.279
```

As for the structure (SMILES): CCCN[C@@H]1C[C@H](P(O)O)C(=O)O1.C[N+](=O)[O-].C[N+](=O)[O-].C[N+](=O)[O-].C[N+](=O)[O-].C[N+](=O)[O-].C[N+](=O)[O-].C[N+](=O)[O-]. Its total energy is -2687.5477 Eh. As for the frontier orbital gap: 0.3097 hartree. Its LUMO energy is -0.30 eV. The calculation puts the molar mass at 634.45 Da. Its net charge is 0.

No. 2
DFT (ωB97M-V/def2-TZVPD) results for C14H36AsBeF6O12Ti2 as an isolated structure.

Structure (XYZ):
```
72
Properties=species:S:1:pos:R:3:mulliken_charge:R:1
Ti -2.722 -2.311 -2.783 0.714
Ti -3.867 -1.911 0.654 0.952
Be -3.903 1.095 -2.689 0.398
As -0.852 0.090 -0.328 1.626
F -0.535 1.286 0.898 -0.354
F -1.925 -0.805 0.815 -0.165
F -1.133 -1.119 -1.548 -0.146
F 0.093 0.984 -1.529 -0.417
F 0.535 -0.804 0.224 -0.254
F -2.286 0.981 -0.831 -0.496
C -0.360 0.394 4.333 -0.293
O -1.384 -0.221 5.088 -0.537
H -0.710 0.526 3.301 -0.134
H 0.074 1.297 4.765 0.342
H 0.485 -0.296 4.255 0.282
H -1.965 0.469 5.422 0.322
C 1.097 -1.147 -4.041 -0.698
O 0.454 -0.068 -4.676 -0.486
H 2.151 -1.012 -4.283 0.371
H 1.037 -1.124 -2.948 0.118
H 0.725 -2.107 -4.415 0.431
H -0.460 0.079 -4.425 0.260
C -1.297 -3.730 0.615 -0.607
O -2.474 -3.662 -0.244 -0.507
H -1.443 -3.091 1.482 0.249
H -1.118 -4.762 0.918 0.503
H -0.400 -3.434 0.069 0.085
H -2.467 -4.474 -0.769 0.306
C -4.042 3.871 -0.142 -0.609
O -4.562 2.853 -1.012 -0.443
H -4.395 3.751 0.882 0.282
H -2.956 3.777 -0.147 0.174
H -4.272 4.869 -0.515 0.360
H -5.513 2.829 -0.849 0.294
C -1.435 3.646 3.124 -0.223
O -0.165 3.413 2.514 -0.562
H -1.797 2.815 3.736 0.031
H -1.343 4.463 3.838 0.327
H -2.079 3.955 2.300 0.053
H -0.267 2.675 1.899 0.513
C -4.089 0.253 3.187 -0.267
O -5.004 -0.455 2.351 -0.513
H -3.052 0.130 2.880 -0.105
H -4.335 1.318 3.188 0.332
H -4.170 -0.070 4.227 0.388
H -5.880 -0.542 2.748 0.298
C 2.109 -3.428 -1.437 -0.824
C 3.167 -2.842 -0.511 0.867
C 2.686 -2.566 0.923 0.197
O 3.726 -3.019 1.748 -0.385
C 4.483 -3.901 1.038 0.466
O 5.269 -4.628 1.516 -0.436
O 4.167 -3.819 -0.289 -0.412
H 2.475 -3.519 -2.461 0.380
H 1.220 -2.792 -1.453 -0.282
H 1.872 -4.452 -1.143 0.379
H 3.598 -1.940 -0.954 -0.165
H 1.775 -3.133 1.141 -0.098
H 2.482 -1.502 0.999 0.221
C 2.349 3.240 -2.724 -1.368
C 3.364 2.455 -1.912 0.494
C 3.184 0.929 -1.986 0.154
O 4.497 0.405 -2.313 -0.303
C 5.252 1.416 -2.638 0.662
O 6.462 1.305 -2.959 -0.072
O 4.691 2.573 -2.522 -0.289
H 2.722 4.266 -2.676 0.437
H 1.348 3.255 -2.296 0.286
H 2.225 3.014 -3.783 0.401
H 3.480 2.814 -0.891 0.334
H 2.603 0.710 -2.881 -0.016
H 2.800 0.489 -1.072 0.179
```

Its total energy is -6005.2862 Eh. As for the frontier orbital gap (alpha / beta): 0.2010 / 0.1263 hartree. Its spin multiplicity is 7. Its LUMO energy (alpha / beta) is -10.44 / -12.67 eV. The calculation puts the molar mass at 690.09 Da. The energy above the lowest of the compared OMol25 structures with the same formula, charge and spin comes out at 0.0 kJ/mol. Its net charge is +3.

No. 3
DFT (ωB97M-V/def2-TZVPD) results for C14H36Cl2HfO4P3 as an isolated structure.

Structure (XYZ):
```
60
Properties=species:S:1:pos:R:3:nbo_charge:R:1
C -0.758 0.336 -4.019 -0.761
C -0.354 0.880 -2.644 0.493
H -1.861 0.316 -4.135 0.308
H -0.391 -0.707 -4.071 0.299
H -0.476 0.851 -4.944 0.293
O -0.450 0.074 -1.644 -0.748
Cl 2.210 0.010 -2.352 -0.504
Hf 0.889 -0.329 0.060 1.699
P 1.056 -2.786 -1.107 0.855
C -0.158 -3.781 -0.180 -0.942
C 0.582 -3.212 -2.837 -0.931
H 0.667 -4.301 -2.991 0.276
H 2.342 -4.821 -1.296 0.271
H 1.246 -2.729 -3.563 0.264
H 3.350 -3.376 -1.605 0.273
H -1.160 -3.588 -0.589 0.249
H -0.456 -2.941 -3.057 0.240
C 2.556 -3.795 -0.975 -0.924
H 0.100 -4.840 -0.318 0.277
H 2.909 -3.819 0.059 0.250
H -0.098 -3.493 0.879 0.246
P 0.433 2.539 -2.222 1.383
C -0.570 3.416 -0.960 -0.965
C 2.119 3.297 -1.897 -0.864
H 0.756 2.926 -4.526 0.284
H 0.248 4.431 -3.663 0.284
H -0.960 3.150 -4.056 0.261
C 0.075 3.358 -3.785 -0.956
H 2.914 2.711 -2.385 0.300
H 2.071 4.331 -2.317 0.289
H -0.677 4.460 -1.325 0.309
H -0.051 3.414 0.014 0.268
H 2.355 3.366 -0.822 0.277
H -1.558 2.958 -0.828 0.260
Cl 2.131 1.419 1.097 -0.348
C -4.362 1.224 2.068 -0.658
C -3.404 2.234 1.486 -0.080
O -2.347 1.560 0.688 -0.752
P -1.311 0.425 1.179 1.770
O -1.851 -0.305 2.507 -0.778
C -1.335 -0.214 3.884 -0.064
C -0.725 1.123 4.250 -0.673
O 1.122 -1.495 1.621 -0.883
C 1.721 -2.069 2.827 -0.058
C 3.222 -2.303 2.657 -0.637
H -4.870 0.708 1.241 0.243
H -5.109 1.737 2.692 0.284
H -3.812 0.484 2.676 0.223
H -3.921 2.934 0.809 0.247
H -2.951 2.868 2.246 0.224
H -2.198 -0.459 4.505 0.245
H -0.646 -1.062 3.948 0.223
H 0.319 1.167 3.897 0.234
H -1.299 1.989 3.851 0.221
H -0.701 1.186 5.351 0.297
H 1.491 -1.363 3.635 0.182
H 1.162 -2.977 3.112 0.210
H 3.771 -1.425 2.250 0.229
H 3.627 -2.536 3.652 0.266
H 3.372 -3.156 1.977 0.218
```

Its total energy is -2847.5376 Eh. As for the frontier orbital gap: 0.1887 hartree. Its LUMO energy is -12.92 eV. The calculation puts the molar mass at 610.76 Da. The energy above the lowest of the compared OMol25 structures with the same formula, charge and spin comes out at 0.0 kJ/mol. Its net charge is +3.

No. 4
DFT (ωB97M-V/def2-TZVPD) results for C14H36IN3NbO6 as an isolated structure.

Structure (XYZ):
```
61
Properties=species:S:1:pos:R:3:nbo_charge:R:1
C -1.294 -1.895 2.120 -0.182
C -1.985 -3.044 1.898 -0.651
Nb -3.941 -2.476 1.921 1.059
I -4.575 -4.706 3.537 -0.458
O -5.828 -1.654 1.998 -0.601
N -6.075 -0.844 3.071 0.366
O -5.784 0.289 2.906 -0.341
H -0.854 -1.699 3.104 0.191
H -1.191 -1.119 1.363 0.212
H -1.705 -4.089 1.795 0.276
H -4.358 -3.328 0.318 -0.362
H -3.375 -1.113 0.892 -0.230
H -3.573 -1.350 3.350 -0.286
C 4.681 -1.440 -1.109 -0.243
O 5.298 -0.879 0.029 -0.554
C 5.258 0.539 0.104 -0.065
C 4.283 1.030 1.149 -0.241
N 2.910 0.783 0.751 -0.627
C 1.904 0.985 1.786 -0.248
C 1.997 0.191 3.080 -0.083
O 1.729 -1.189 2.961 -0.541
C 2.792 -1.976 2.472 -0.243
H 4.996 -2.481 -1.164 0.190
H 3.586 -1.415 -1.055 0.164
H 4.993 -0.928 -2.025 0.166
H 5.022 0.968 -0.876 0.172
H 6.261 0.870 0.385 0.178
H 4.427 2.109 1.275 0.186
H 4.552 0.548 2.100 0.165
H 2.828 -0.162 0.401 0.356
H 0.939 0.761 1.330 0.226
H 1.897 2.049 2.052 0.180
H 1.220 0.578 3.745 0.195
H 2.956 0.343 3.597 0.154
H 3.763 -1.602 2.813 0.165
H 2.799 -2.035 1.378 0.159
H 2.649 -2.986 2.855 0.190
C -1.843 4.136 -2.919 -0.240
O -2.834 3.218 -2.532 -0.548
C -3.219 2.279 -3.527 -0.066
C -2.700 0.890 -3.243 -0.249
N -1.254 0.820 -3.403 -0.631
C -0.636 -0.406 -2.908 -0.245
C -0.826 -0.792 -1.448 -0.097
O -0.157 0.044 -0.515 -0.565
C -0.851 1.242 -0.209 -0.252
H -1.828 4.927 -2.170 0.190
H -0.842 3.690 -2.966 0.155
H -2.067 4.581 -3.895 0.163
H -2.895 2.621 -4.516 0.165
H -4.312 2.242 -3.522 0.187
H -3.169 0.196 -3.949 0.191
H -3.033 0.609 -2.236 0.189
H -0.835 1.611 -2.932 0.350
H 0.439 -0.317 -3.090 0.194
H -0.996 -1.240 -3.519 0.190
H -0.386 -1.785 -1.326 0.192
H -1.879 -0.890 -1.168 0.200
H -1.932 1.082 -0.195 0.197
H -0.609 2.050 -0.908 0.155
H -0.541 1.559 0.786 0.181
```

Its total energy is -1525.0804 Eh. As for the frontier orbital gap: 0.2468 hartree. Its LUMO energy is 2.34 eV. The calculation puts the molar mass at 562.27 Da. Its net charge is -1.